{"formula": "C55H98O15", "method": "ωB97M-V/def2-TZVPD", "smiles": "CCCCCCCCCCCCCCCCc1ccc2c(c1CCOC(=O)CC)C(=O)c1ccc(O)cc1C2=O.COCCOC.COCCOC.COCCOC.COCCOC.COCCOC", "total_energy_ha": -3282.37076, "lumo_energy_ev": -1.4, "e_homo_ev": -8.926, "homo_lumo_gap_ev": 7.54, "species": ["C", "C", "C", "C", "C", "C", "C", "C", "C", "C", "C", "C", "C", "C", "C", "C", "C", "C", "C", "C", "C", "C", "C", "C", "O", "C", "O", "C", "C", "C", "O", "C", "C", "C", "C", "O", "C", "C", "C", "O", "H", "H", "H", "H", "H", "H", "H", "H", "H", "H", "H", "H", "H", "H", "H", "H", "H", "H", "H", "H", "H", "H", "H", "H", "H", "H", "H", "H", "H", "H", "H", "H", "H", "H", "H", "H", "H", "H", "H", "H", "H", "H", "H", "H", "H", "H", "H", "H", "C", "O", "C", "C", "O", "C", "H", "H", "H", "H", "H", "H", "H", "H", "H", "H", "C", "O", "C", "C", "O", "C", "H", "H", "H", "H", "H", "H", "H", "H", "H", "H", "C", "O", "C", "C", "O", "C", "H", "H", "H", "H", "H", "H", "H", "H", "H", "H", "C", "O", "C", "C", "O", "C", "H", "H", "H", "H", "H", "H", "H", "H", "H", "H", "C", "O", "C", "C", "O", "C", "H", "H", "H", "H", "H", "H", "H", "H", "H", "H"], "coordinates": [[-4.78495, -4.15887, -7.97616], [-4.35002, -4.92304, -9.34231], [-3.14182, -5.97125, -9.05022], [-1.74654, -5.27293, -9.49207], [-0.56733, -6.14062, -8.76323], [0.83023, -5.39220, -9.00417], [2.14737, -6.26398, -8.67474], [1.86762, -7.68824, -7.99431], [1.47849, -7.59728, -6.41820], [2.70927, -6.90200, -5.63665], [2.71685, -7.46975, -4.13034], [1.74190, -6.51018, -3.25082], [2.19246, -6.60330, -1.67978], [3.18439, -5.36389, -1.32559], [2.49465, -4.29571, -0.30444], [2.63529, -4.92565, 1.16645], [2.51954, -3.87841, 2.36080], [1.24356, -3.99597, 3.27922], [1.02726, -3.05097, 4.51642], [2.08890, -1.97418, 4.86628], [3.35466, -1.81832, 3.94280], [3.54208, -2.77331, 2.71522], [4.84963, -2.66806, 1.76432], [4.68421, -1.26756, 0.94739], [3.23772, -1.05109, 0.82040], [2.96888, 0.20452, 0.19575], [3.31251, 0.35865, -1.01111], [2.21990, 1.36247, 1.04351], [0.80734, 0.86463, 1.64389], [4.40467, -0.69314, 4.35500], [5.61639, -0.68314, 3.95361], [4.03016, 0.50884, 5.36200], [4.92464, 1.76930, 5.43763], [4.60017, 2.92464, 6.43170], [3.34099, 2.75625, 7.34640], [3.08732, 3.82010, 8.28179], [2.42015, 1.49254, 7.28566], [2.76523, 0.36196, 6.29257], [1.95775, -1.00478, 6.14010], [1.19399, -1.39949, 7.06328], [-5.57772, -4.75458, -7.39185], [-5.29563, -3.15186, -8.23095], [-3.87629, -3.95336, -7.29772], [-4.01481, -4.18500, -10.14856], [-5.27631, -5.53651, -9.65019], [-3.16513, -6.20158, -7.91762], [-3.26779, -6.93972, -9.66447], [-1.59578, -5.22885, -10.62083], [-1.73696, -4.24368, -8.97929], [-0.63167, -7.19203, -9.21211], [-0.88879, -6.20807, -7.66435], [0.79061, -4.39715, -8.42915], [0.88906, -5.10075, -10.12136], [2.72189, -6.48199, -9.65637], [2.84451, -5.58446, -8.05933], [2.86182, -8.27655, -8.03518], [1.09587, -8.32996, -8.54366], [1.25844, -8.66438, -6.04611], [0.53188, -6.98551, -6.23469], [3.69423, -7.08654, -6.19654], [2.51572, -5.77483, -5.63779], [3.78090, -7.51897, -3.68231], [2.26052, -8.53267, -4.12724], [1.92477, -5.41665, -3.54659], [0.65005, -6.81494, -3.39291], [1.28300, -6.64150, -0.99074], [2.73873, -7.61976, -1.58526], [4.10546, -5.85587, -0.82292], [3.57326, -4.86989, -2.27959], [3.07516, -3.31651, -0.45164], [1.37656, -4.16913, -0.55468], [1.93035, -5.83152, 1.28219], [3.70395, -5.36958, 1.22908], [0.44147, -4.78831, 3.07224], [0.09182, -3.18393, 5.16917], [4.89648, -3.51978, 1.00876], [5.80999, -2.66559, 2.38782], [5.13839, -0.38347, 1.52799], [5.20630, -1.32528, -0.07431], [2.05293, 2.21577, 0.28787], [2.85174, 1.70678, 1.94121], [0.92672, -0.06410, 2.32324], [0.32854, 1.67018, 2.32065], [0.03460, 0.66224, 0.80787], [5.83295, 1.80508, 4.73572], [5.26435, 3.84445, 6.52345], [3.40064, 4.62943, 7.80106], [1.52430, 1.42110, 7.98132], [0.05517, 7.60194, 2.34412], [-0.62859, 7.34817, 3.56558], [-1.80970, 6.56915, 3.37708], [-1.57785, 5.11088, 3.75562], [-0.65977, 4.48252, 2.86262], [0.64431, 4.37305, 3.41651], [1.04962, 7.97977, 2.58405], [0.16057, 6.69410, 1.74331], [-0.48317, 8.36240, 1.77204], [-2.17213, 6.65656, 2.34749], [-2.57395, 6.98732, 4.03949], [-2.52659, 4.57160, 3.66748], [-1.23613, 5.02287, 4.79240], [0.66314, 3.57049, 4.16065], [0.97259, 5.30875, 3.87608], [1.33746, 4.12080, 2.61134], [-4.05857, -1.34319, -3.22534], [-3.70532, 0.02909, -3.34394], [-3.93832, 0.75828, -2.13772], [-2.64288, 0.98249, -1.36696], [-2.11101, -0.24674, -0.87408], [-1.03533, -0.72719, -1.66885], [-3.63641, -1.87728, -4.07747], [-3.66488, -1.78425, -2.30509], [-5.14702, -1.44643, -3.24758], [-4.68453, 0.25285, -1.51669], [-4.34641, 1.73015, -2.42902], [-2.85954, 1.60733, -0.49441], [-1.90455, 1.50804, -1.98216], [-0.13490, -0.13908, -1.46555], [-1.26642, -0.68822, -2.73630], [-0.84449, -1.76647, -1.39383], [-7.66352, 1.36630, -0.96178], [-6.62086, 2.33201, -1.02440], [-6.94438, 3.42676, -1.88155], [-7.38028, 4.64743, -1.07948], [-8.61839, 4.41512, -0.41160], [-8.44094, 4.12163, 0.96823], [-7.45935, 0.70027, -0.12258], [-8.63984, 1.83451, -0.80832], [-7.67696, 0.77885, -1.88407], [-7.71043, 3.13753, -2.60832], [-6.03329, 3.67627, -2.43451], [-7.54372, 5.48029, -1.77127], [-6.60368, 4.94852, -0.36804], [-8.20328, 5.03986, 1.51431], [-7.65196, 3.38259, 1.12994], [-9.37837, 3.71713, 1.35466], [8.32911, -0.75219, 5.96738], [9.54726, -0.88976, 5.24352], [9.69790, 0.11149, 4.23822], [10.64553, 1.21541, 4.69318], [10.09196, 1.96084, 5.77664], [10.64121, 1.58040, 7.03068], [8.38980, -1.37979, 6.85746], [8.15847, 0.28243, 6.27921], [7.49490, -1.09364, 5.35029], [8.72425, 0.52140, 3.94978], [10.12808, -0.38236, 3.36143], [10.78849, 1.91715, 3.86491], [11.62586, 0.80705, 4.96087], [11.65053, 1.99086, 7.13269], [10.67190, 0.49450, 7.14964], [10.01192, 1.99763, 7.81916], [-8.46946, 10.69097, 3.70179], [-7.09035, 10.40117, 3.50698], [-6.72491, 9.12055, 4.02021], [-6.61083, 8.08861, 2.90412], [-7.88096, 7.82168, 2.31189], [-8.04964, 8.49400, 1.07103], [-8.72564, 11.55257, 3.08437], [-9.10474, 9.84966, 3.41055], [-8.64816, 10.94229, 4.75073], [-7.43311, 8.79375, 4.78863], [-5.74502, 9.23686, 4.49337], [-6.25635, 7.14604, 3.33437], [-5.88607, 8.40612, 2.14679], [-7.46856, 7.98803, 0.29375], [-7.74848, 9.54280, 1.13143], [-9.10656, 8.45186, 0.80145]], "lowdin_charge": [-0.15, -0.26, -0.23, -0.22, -0.23, -0.20, -0.21, -0.22, -0.20, -0.22, -0.21, -0.20, -0.21, -0.20, -0.18, -0.18, -0.10, 0.02, 0.01, -0.04, 0.02, -0.04, -0.09, -0.15, -0.12, -0.35, 0.05, -0.12, -0.09, -0.22, -0.02, -0.04, 0.01, 0.01, -0.20, -0.03, 0.07, -0.03, -0.25, 0.03, 0.07, 0.07, 0.07, 0.10, 0.10, 0.11, 0.11, 0.12, 0.11, 0.11, 0.10, 0.11, 0.11, 0.11, 0.10, 0.11, 0.10, 0.11, 0.09, 0.11, 0.10, 0.11, 0.11, 0.10, 0.11, 0.10, 0.10, 0.11, 0.11, 0.10, 0.12, 0.12, 0.11, 0.10, 0.11, 0.10, 0.12, 0.13, 0.14, 0.12, 0.12, 0.08, 0.07, 0.07, 0.11, 0.10, 0.11, 0.12, -0.11, -0.19, -0.20, -0.20, -0.20, -0.12, 0.09, 0.08, 0.09, 0.12, 0.12, 0.12, 0.13, 0.09, 0.08, 0.08, -0.11, -0.19, -0.19, -0.19, -0.20, -0.11, 0.09, 0.08, 0.08, 0.12, 0.11, 0.13, 0.13, 0.08, 0.09, 0.09, -0.11, -0.21, -0.20, -0.20, -0.19, -0.10, 0.09, 0.09, 0.09, 0.13, 0.12, 0.12, 0.12, 0.08, 0.08, 0.09, -0.10, -0.19, -0.20, -0.20, -0.20, -0.11, 0.09, 0.08, 0.06, 0.12, 0.12, 0.12, 0.12, 0.09, 0.08, 0.09, -0.11, -0.19, -0.20, -0.20, -0.20, -0.11, 0.09, 0.08, 0.09, 0.13, 0.12, 0.12, 0.13, 0.08, 0.08, 0.09]}